(1)
# C6F10O

An isolated molecule of C6F10O in a non-equilibrium geometry (ωB97M-V/def2-TZVPD, the OMol25 dataset).

Results
- E_tot: -1302.37962 Ha
- Energy above the lowest of the compared OMol25 structures with the same formula, charge and spin: 37.70 kcal/mol
- Kohn-Sham gap: 11.0 eV
- Lowest unoccupied orbital energy: 0.11 eV
- F_max: 5.01 eV Å⁻¹

The geometry in ORCA input format:
```
! wB97M-V def2-TZVPD RIJCOSX def2/J DEFGRID3
* xyz 0 1
F 0.867 3.655 -0.791
F -0.939 3.977 0.860
F -0.985 1.466 1.379
F -2.111 -3.333 0.310
F 0.128 -3.432 0.983
F 0.792 0.799 -1.866
F 1.995 1.289 -0.174
F 0.845 -0.711 1.528
F 1.759 -1.395 -0.389
F -1.661 -0.609 -0.622
O -0.463 -2.482 -1.131
C -0.016 3.163 0.102
C -0.190 1.809 0.266
C -0.825 -2.907 0.176
C 0.747 0.764 -0.446
C 0.674 -0.663 0.153
C -0.615 -1.390 -0.338
*
```

***

(2)
# C6H10

The ion C6H10 with charge -1 in a non-equilibrium geometry (ωB97M-V/def2-TZVPD, the OMol25 dataset).

Results
- E_tot: -234.52862 Ha
- Energy above the lowest of the compared OMol25 structures with the same formula, charge and spin: 6.35 kcal/mol
- Kohn-Sham gap (alpha / beta): 4.1 / 7.1 eV
- Lowest unoccupied orbital energy (alpha / beta): 4.47 / 4.34 eV
- F_max: 1.04 eV Å⁻¹

The geometry in ORCA input format:
```
! wB97M-V def2-TZVPD RIJCOSX def2/J DEFGRID3
* xyz -1 2
C 1.019 -0.430 -1.713
C 0.430 0.812 -1.053
C -0.440 0.390 0.121
C -1.787 0.164 -0.065
C -0.012 -0.676 2.352
C 0.267 0.220 1.340
H 1.625 -1.026 -1.036
H 1.521 -0.194 -2.654
H 0.209 -1.158 -1.854
H -0.032 1.496 -1.780
H 1.211 1.459 -0.635
H -2.377 -0.198 0.755
H -2.323 0.286 -0.971
H 0.329 -0.593 3.372
H -0.717 -1.491 2.331
H 1.077 0.938 1.489
*
```

***

(3)
# C6H10

The ion C6H10 with charge -1 in a non-equilibrium geometry (ωB97M-V/def2-TZVPD, the OMol25 dataset).

Results
- E_tot: -234.46089 Ha
- Energy above the lowest of the compared OMol25 structures with the same formula, charge and spin: 48.85 kcal/mol
- Kohn-Sham gap (alpha / beta): 2.9 / 8.2 eV
- Lowest unoccupied orbital energy (alpha / beta): 4.58 / 4.39 eV
- F_max: 2.91 eV Å⁻¹

The geometry in ORCA input format:
```
! wB97M-V def2-TZVPD RIJCOSX def2/J DEFGRID3
* xyz -1 2
C -1.290 -0.809 -1.439
C -0.620 -1.961 -1.334
C -1.468 0.126 -0.219
C -0.323 0.197 0.697
C 0.836 0.868 0.430
C 1.908 1.279 1.406
H -2.003 -0.811 -2.275
H 0.331 -2.073 -0.811
H -0.570 -2.675 -2.171
H -1.532 1.156 -0.656
H -2.472 -0.154 0.101
H -0.332 -0.195 1.714
H 1.008 1.146 -0.615
H 1.603 1.018 2.435
H 2.733 0.569 1.307
H 2.192 2.321 1.429
*
```

***

What is the formula in the second record?
C6H10

***

Look up the F_max of the third one.
2.91 eV Å⁻¹

***

Look up the energy above the lowest of the compared OMol25 structures with the same formula, charge and spin of the third one.
48.85 kcal/mol